Model 1:
C3H4INO in the gas phase, computed with ωB97M-V/def2-TZVPD.

CARTESIAN COORDINATES (ANGSTROEM)
1 H 1.125 -1.466 0.088
2 C 0.365 -0.892 -0.344
3 C -0.426 -0.232 0.782
4 H 1.116 2.322 -0.443
5 O 0.952 0.295 -1.022
6 C 0.663 1.334 -0.204
7 H -0.099 -1.304 -1.197
8 H -0.644 -0.753 1.676
9 N -0.197 1.172 0.722
10 I -2.856 -0.476 -0.060

Calculated values
SMILES: I[C@H]1COC=N1
E_HOMO: -9.02 eV

Model 2:
2 unconnected molecules or ions with the total composition C3H4INO, computed with ωB97M-V/def2-TZVPD.

CARTESIAN COORDINATES (ANGSTROEM)
1 C -2.177 0.404 -1.134
2 H 0.208 0.161 -0.497
3 C 1.766 0.301 1.013
4 C 1.229 -0.145 -0.065
5 H 2.744 0.046 1.375
6 H 1.383 0.981 1.738
7 N -1.916 -0.678 -0.687
8 I -2.733 -1.742 0.808
9 H 1.677 -0.712 -0.812
10 O -2.181 1.384 -1.740

Calculated values
SMILES: O=C=NI.C=C
E_HOMO: -9.86 eV

Which structure is the most stable? The one labeled model 1.

Model 1:
2 unconnected molecules or ions with the total composition C3H6N2S3, computed with ωB97M-V/def2-TZVPD.

CARTESIAN COORDINATES (ANGSTROEM)
1 S -1.014 2.005 0.549
2 S -0.036 -0.416 2.023
3 N 0.432 -0.914 -0.881
4 H 1.514 -3.128 -2.760
5 S -2.481 -0.470 0.271
6 C 0.448 2.672 1.366
7 C -1.178 0.315 0.934
8 N 0.507 -1.674 -1.723
9 H 1.336 2.078 1.084
10 H 0.602 3.765 1.180
11 H -0.530 -1.592 1.510
12 C 0.518 -2.599 -2.629
13 H -0.208 -2.639 -3.338
14 H 0.089 2.597 2.414

Calculated values
E_HOMO: -8.49 eV

Model 2:
C3H6N2S3 in the gas phase, computed with ωB97M-V/def2-TZVPD.

CARTESIAN COORDINATES (ANGSTROEM)
1 S -0.487 -0.958 0.570
2 N 2.132 -0.809 0.652
3 C 1.026 -0.146 0.184
4 C -1.681 -0.017 -0.491
5 H 1.959 -3.110 0.907
6 C -1.449 1.465 -0.435
7 S 2.254 -2.069 1.756
8 H -1.558 1.808 0.642
9 H 3.034 -0.338 0.446
10 H -1.588 -0.465 -1.547
11 H -2.711 -0.280 -0.113
12 H -2.258 1.947 -1.015
13 S 0.104 2.010 -1.156
14 N 1.223 0.962 -0.401

Calculated values
SMILES: SNC1=NSCCS1
E_HOMO: -7.91 eV

Which structure is the most stable? The one labeled model 2.